Here is a cluster of 9 separate species, C29H46B3O27P in total from OMol25. Energies are from ωB97M-V/def2-TZVPD.

Each line ends with the Mulliken charge.
Positions of all 106 atoms, in Å:
C 9.040 3.138 0.332  -0.5102
C 8.750 4.582 0.765  -0.4823
C 7.367 4.733 1.402  -0.8292
B 6.188 4.682 0.369  0.4482
O 6.382 4.362 -0.964  -0.4637
B 5.351 3.675 -1.550  0.6241
O 4.061 3.780 -1.094  -0.4780
B 3.900 4.231 0.212  0.6459
P 2.358 3.840 1.294  -0.1717
C 1.250 5.281 0.955  -1.1210
C 1.535 2.352 0.607  -0.7416
O 4.909 4.962 0.812  -0.3191
H 9.413 3.075 -0.681  -0.1701
H 8.147 2.529 0.441  0.0893
H 9.789 2.691 0.980  0.4327
H 9.483 4.857 1.520  0.3819
H 8.898 5.281 -0.050  0.3058
H 7.307 5.695 1.905  0.3565
H 7.220 3.926 2.119  0.3384
H 5.563 2.941 -2.461  -0.1651
H 1.047 5.384 -0.107  0.3017
H 0.330 5.219 1.518  0.3601
H 1.806 6.165 1.251  0.3511
H 2.240 1.537 0.489  0.3033
H 0.812 2.025 1.344  0.2831
H 0.987 2.553 -0.308  0.2440
O 2.967 -1.019 1.178  -0.5113
C 3.961 -0.652 1.711  0.5495
O 4.443 0.616 1.665  -0.1394
C 5.519 0.722 2.603  0.0666
C 5.978 -0.716 2.731  -0.4220
O 4.778 -1.443 2.449  -0.3621
H 6.291 1.386 2.222  -0.0508
H 5.128 1.125 3.538  0.2628
H 6.733 -0.981 1.989  0.2773
H 6.348 -0.963 3.722  0.3182
O 12.199 0.696 -0.788  -0.5181
C 11.818 1.034 -1.859  0.6798
O 10.515 1.086 -2.235  -0.3010
C 10.439 1.755 -3.498  -0.2832
C 11.826 1.533 -4.063  -0.3187
O 12.622 1.422 -2.880  -0.3318
H 9.650 1.322 -4.107  0.3307
H 10.221 2.810 -3.325  0.2194
H 11.904 0.603 -4.628  0.2530
H 12.177 2.356 -4.680  0.2928
O -2.297 3.333 0.542  -0.5940
C -2.446 2.170 0.314  0.5556
O -3.632 1.595 0.018  -0.4483
C -3.374 0.241 -0.411  0.2342
C -2.043 -0.055 0.232  -0.0037
O -1.454 1.258 0.320  -0.2651
H -4.160 -0.425 -0.080  0.1934
H -3.319 0.223 -1.499  -0.0135
H -2.149 -0.463 1.238  0.1976
H -1.423 -0.717 -0.359  0.2057
O -1.218 -0.630 -2.773  -0.3962
C -1.471 -0.147 -3.827  0.5396
O -2.725 0.003 -4.324  -0.2767
C -2.649 0.831 -5.489  -0.3051
C -1.214 0.631 -5.931  -0.3525
O -0.553 0.337 -4.697  -0.3063
H -3.378 0.511 -6.229  0.2680
H -2.857 1.863 -5.201  0.2698
H -1.099 -0.221 -6.603  0.2592
H -0.778 1.513 -6.393  0.2951
O -3.610 -2.028 2.678  -0.5458
C -4.362 -1.177 3.028  0.6154
O -5.183 -0.486 2.200  -0.2593
C -6.076 0.287 3.005  -0.2055
C -5.312 0.434 4.301  -0.3816
O -4.506 -0.752 4.306  -0.3766
H -6.288 1.240 2.525  0.3530
H -7.003 -0.269 3.127  0.1263
H -4.656 1.306 4.307  0.2753
H -5.952 0.461 5.179  0.3176
O -8.176 -2.552 2.547  -0.5384
C -8.518 -2.091 1.506  0.7444
O -9.119 -2.792 0.517  -0.2958
C -9.590 -1.864 -0.470  -0.4056
C -8.686 -0.670 -0.241  -0.3696
O -8.366 -0.796 1.151  -0.2817
H -9.497 -2.291 -1.464  0.3422
H -10.639 -1.642 -0.269  0.2727
H -7.762 -0.727 -0.818  0.2138
H -9.170 0.283 -0.433  0.3341
O -10.306 -9.144 1.149  -0.5263
C -10.037 -8.043 1.503  0.6112
O -9.993 -7.635 2.794  -0.3446
C -9.416 -6.323 2.834  -0.2559
C -9.694 -5.808 1.439  0.0351
O -9.732 -7.017 0.670  -0.3422
H -9.879 -5.727 3.614  0.2710
H -8.348 -6.413 3.039  0.2867
H -10.664 -5.313 1.362  0.1505
H -8.924 -5.142 1.070  0.1260
O -3.552 -2.711 -0.870  -0.4042
C -2.686 -3.523 -0.840  0.4652
O -2.878 -4.863 -0.884  -0.3533
C -1.601 -5.491 -1.040  -0.3894
C -0.656 -4.444 -0.486  -0.3397
O -1.370 -3.232 -0.743  -0.1461
H -1.572 -6.430 -0.494  0.3065
H -1.433 -5.687 -2.100  0.2611
H -0.505 -4.541 0.590  0.2764
H 0.310 -4.426 -0.983  0.2947

Computed properties:
DFT total energy, eV: -97427.3304
2S+1: 1
SMILES string: CCCB1OBOB(P(C)C)O1.O=C1OCCO1.O=C1OCCO1.O=C1OCCO1.O=C1OCCO1.O=C1OCCO1.O=C1OCCO1.O=C1OCCO1.O=C1OCCO1
Net charge: 0

***

Here is a structure of composition C29H46BrN3P2Pb from OMol25. Energies are from ωB97M-V/def2-TZVPD.

Each line ends with the Mulliken charge.
Positions of all 82 atoms, in Å:
N -3.835 0.937 -6.348  -0.5707
C -3.454 -0.290 -5.998  -0.4303
C -3.158 -0.629 -4.672  -0.3989
C -3.270 0.364 -3.677  0.7704
C -3.724 1.648 -4.058  -0.4967
C -3.968 1.885 -5.421  -0.3967
C -2.823 0.059 -2.302  -0.8980
Pb -4.190 -0.022 -0.494  0.7119
P -3.238 -1.116 1.838  0.0623
C -2.457 1.166 -1.379  -1.2217
C -1.071 1.268 -0.919  1.1549
C -0.758 2.198 0.095  -1.5269
C 0.267 1.925 0.944  -1.1865
C 1.282 0.894 0.622  1.2259
C 1.147 0.316 -0.742  -1.0246
C -0.010 0.478 -1.446  -0.8292
Br 1.129 -0.617 1.865  0.1221
H -2.229 -0.858 -2.227  0.2583
H -2.965 2.138 -1.439  0.9418
H -2.814 -1.645 -4.427  0.3900
H -3.802 2.474 -3.340  0.2605
H -3.379 -1.019 -6.804  0.3840
H -4.274 2.883 -5.763  0.3630
H -1.443 3.042 0.249  0.4538
H -0.165 -0.022 -2.410  0.6090
H 0.325 2.343 1.949  0.7147
H 1.905 -0.417 -1.053  0.9271
P 2.862 1.876 0.943  1.5053
C -2.196 -2.108 0.648  0.4501
C -3.047 -3.255 0.083  -1.2555
H -1.317 -2.479 1.189  0.6222
H -1.811 -1.450 -0.141  -0.7442
H -2.599 -3.674 -0.831  0.3118
H -3.133 -4.073 0.815  0.4244
H -4.072 -2.919 -0.179  0.2844
C -2.390 0.481 2.156  1.1065
C -2.734 1.126 3.510  -1.7605
H -2.725 1.168 1.362  0.1807
H -1.305 0.344 2.012  -0.7260
H -2.512 2.201 3.454  0.4657
H -3.806 1.009 3.728  0.3630
H -2.141 0.699 4.332  0.3467
C -2.757 -1.968 3.441  -0.4112
C -3.911 -2.129 4.433  -1.2727
H -1.952 -1.381 3.914  0.2809
H -2.327 -2.945 3.166  0.4876
H -3.531 -2.537 5.380  0.3963
H -4.394 -1.177 4.657  0.2875
H -4.674 -2.826 4.068  0.3495
C 4.167 0.666 1.148  -0.5871
C 5.543 1.247 1.481  -1.3312
H 4.207 0.055 0.234  0.2289
H 3.822 0.008 1.959  0.4849
H 5.910 1.936 0.713  0.3170
H 5.506 1.777 2.440  0.3578
H 6.268 0.427 1.564  0.4280
C 2.699 2.777 2.502  -0.8126
C 2.211 4.223 2.348  -1.1409
H 3.682 2.748 2.999  0.5470
H 2.013 2.193 3.132  0.4240
H 2.980 4.846 1.861  0.3694
H 1.278 4.296 1.769  0.2703
H 2.011 4.645 3.344  0.3953
C 3.139 2.966 -0.468  -0.7717
C 3.882 2.356 -1.656  -1.1425
H 3.682 3.841 -0.080  0.5619
H 2.142 3.312 -0.772  0.4120
H 4.129 3.160 -2.362  0.4579
H 4.820 1.878 -1.342  0.2736
H 3.278 1.616 -2.199  0.2544
C 0.671 -3.589 -1.579  -0.4288
C 2.104 -3.455 -1.244  0.1585
N 2.871 -2.373 -1.211  -0.2037
C 4.145 -2.802 -0.845  -0.5556
C 4.130 -4.173 -0.662  -0.4814
N 2.838 -4.569 -0.921  -0.1059
H 0.549 -3.868 -2.636  0.3460
H 0.232 -4.377 -0.952  0.3724
H 0.172 -2.633 -1.387  -0.2706
H 4.989 -2.136 -0.732  0.4551
H 4.915 -4.860 -0.384  0.4215
H 2.451 -5.507 -0.844  0.2336

Computed properties:
ΔE to the lowest compared entry with this formula, charge and spin, kcal/mol: 0.0
2S+1: 1
Net charge: +2

***

Here is a structure of composition C29H46BrN3P2PtS from OMol25. Energies are from ωB97M-V/def2-TZVPD.

Each line ends with the Mulliken charge.
Positions of all 83 atoms, in Å:
C -0.591 5.557 -5.922  -0.4059
C -0.870 4.351 -6.614  1.0591
C -1.061 4.383 -8.011  -0.3446
C -1.115 5.642 -8.625  -0.3848
N -0.929 6.763 -7.940  -0.5153
C -0.657 6.751 -6.638  -0.3832
C -1.046 3.133 -5.842  0.1164
C -1.202 2.792 -4.572  -0.2111
C -1.564 2.988 -3.200  0.2234
C -0.648 2.792 -2.136  -0.5616
C -1.115 2.251 -0.944  0.6803
C -2.488 1.982 -0.784  0.1364
C -3.421 2.381 -1.761  -0.5380
C -2.966 2.958 -2.936  -0.6706
Pt -1.445 1.292 -5.786  0.1757
P 2.382 -0.903 -1.751  0.9871
H -1.185 3.471 -8.589  0.4186
H -0.348 5.575 -4.860  0.4095
H -1.335 5.714 -9.690  0.3827
H -0.509 7.714 -6.145  0.3743
H -3.669 3.313 -3.704  0.4436
H 0.409 3.005 -2.269  0.5729
H -4.483 2.184 -1.631  0.4986
H -0.408 2.017 -0.141  -0.6110
C 2.227 -2.406 -0.669  -0.2496
C 3.092 -3.626 -0.963  -1.3680
H 1.163 -2.684 -0.739  0.3714
H 2.391 -2.047 0.361  0.2871
H 2.973 -4.347 -0.144  0.4352
H 2.789 -4.135 -1.886  0.1993
H 4.159 -3.387 -1.030  0.3101
C 3.243 -1.513 -3.272  -0.4952
C 3.806 -0.366 -4.111  -1.4434
H 2.487 -2.062 -3.854  0.3764
H 4.027 -2.226 -2.989  0.4480
H 3.989 -0.714 -5.133  0.4287
H 3.114 0.485 -4.168  0.3294
H 4.761 0.003 -3.712  0.2834
C 3.767 0.009 -0.920  -0.0792
C 5.044 -0.773 -0.651  -1.3731
H 3.341 0.421 0.015  -0.1902
H 3.975 0.872 -1.571  0.4535
H 5.791 -0.090 -0.231  0.4353
H 4.894 -1.584 0.070  0.2723
H 5.477 -1.197 -1.566  0.2985
Br -3.110 1.078 0.687  -0.1259
P -2.075 -2.187 -3.816  -0.2264
C -0.380 -2.742 -3.357  1.0395
C -0.233 -4.261 -3.444  -1.4539
H -0.170 -2.400 -2.334  -0.7426
H 0.342 -2.245 -4.018  0.1195
H 0.822 -4.565 -3.389  0.3119
H -0.763 -4.768 -2.628  0.3519
H -0.640 -4.644 -4.390  0.4365
C -2.749 -1.830 -2.131  0.4265
C -3.925 -2.742 -1.787  -1.4180
H -3.061 -0.777 -2.086  -0.2058
H -1.943 -1.959 -1.394  0.2363
H -4.177 -2.647 -0.726  0.3836
H -4.808 -2.468 -2.373  0.3645
H -3.699 -3.794 -1.992  0.3639
C -1.832 -0.500 -4.506  0.0612
C -2.339 -0.744 -5.954  -0.6903
H -0.756 -0.334 -4.317  -0.0197
H -2.446 0.154 -3.871  -0.1307
H -2.288 0.081 -6.762  -0.0220
H -1.783 -1.564 -6.408  0.4729
H -3.406 -0.973 -5.859  0.4829
S 1.616 1.676 1.204  -0.4279
C 1.037 0.588 2.357  0.4624
N -0.270 0.510 2.687  0.1684
C -0.773 -0.202 3.859  -0.5889
C 0.294 -0.215 4.937  -0.6891
C 1.602 -0.751 4.389  -0.6442
N 1.876 -0.229 3.048  -0.1145
H -0.925 0.992 2.078  -0.0553
H -1.043 -1.233 3.585  0.2846
H -1.684 0.303 4.197  0.4000
H -0.038 -0.824 5.782  0.3628
H 0.447 0.804 5.310  0.3190
H 1.566 -1.847 4.333  0.3372
H 2.438 -0.483 5.045  0.3238
H 2.844 -0.139 2.762  0.2637

Computed properties:
ΔE to the lowest compared entry with this formula, charge and spin, kcal/mol: 93.5
2S+1: 3
Net charge: +2

***

Number 1 is which compound? C29H46B3O27P

***

2S+1 of number 1 (C29H46B3O27P)? 1